1.
Here is the molecule C3H5NO2 from the Open Molecules 2025 dataset. Energies are from ωB97M-V/def2-TZVPD.

charge	0
E_tot	-322.55989	hartree
spin multiplicity	1
Kohn-Sham gap	11.306	eV
SMILES	CN(C=O)C=O
relative energy (zero: lowest compared OMol25 entry of this formula, charge and spin)	0.393	eV
HOMO energy	-10.53	eV

Each line ends with the Löwdin charge.
CARTESIAN COORDINATES (ANGSTROEM)
C  1.275  -0.168  0.219  -0.011
N  -0.145  0.024  -0.027  -0.088
C  -0.699  1.291  0.045  -0.290
O  -0.075  2.290  0.308  0.059
C  -0.935  -1.074  -0.322  -0.293
O  -0.518  -2.205  -0.383  0.061
H  1.650  -0.925  -0.469  0.094
H  1.446  -0.505  1.244  0.104
H  1.775  0.786  0.060  0.090
H  -1.783  1.293  -0.173  0.137
H  -1.992  -0.807  -0.503  0.137

2.
Here is a cluster of 6 separate species, C20H28O18 in total in a non-equilibrium geometry from the Open Molecules 2025 dataset. Energies are from ωB97M-V/def2-TZVPD.

charge	0
E_tot	-2133.27439	hartree
spin multiplicity	1
Kohn-Sham gap	10.957	eV
SMILES	C[C@H]1COC(=O)O1.C[C@H]1COC(=O)O1.O=C1OCCO1.O=C1OCCO1.O=C1OCCO1.O=C1OCCO1
relative energy (zero: lowest compared OMol25 entry of this formula, charge and spin)	0.607	eV
HOMO energy	-10.74	eV

Each line ends with the Löwdin charge.
CARTESIAN COORDINATES (ANGSTROEM)
C  3.986  3.606  -2.196  -0.018
C  3.181  3.265  -3.439  -0.318
C  3.948  2.606  -4.617  -0.080
O  3.344  1.334  -4.726  0.085
C  2.320  1.187  -3.868  -0.568
O  1.559  0.277  -3.844  0.178
O  2.188  2.303  -3.137  0.063
H  3.304  3.898  -1.392  0.076
H  4.623  4.482  -2.296  0.090
H  4.459  2.668  -1.897  0.097
H  2.675  4.171  -3.786  0.149
H  5.013  2.623  -4.393  0.133
H  3.749  3.200  -5.506  0.131
C  -3.871  0.542  -2.448  -0.022
C  -3.547  -0.841  -2.960  -0.311
C  -3.125  -0.886  -4.420  -0.113
O  -2.053  -1.790  -4.427  0.076
C  -1.516  -1.904  -3.188  -0.550
O  -0.446  -2.320  -2.912  0.183
O  -2.388  -1.377  -2.286  0.055
H  -3.049  1.225  -2.670  0.087
H  -4.039  0.595  -1.373  0.089
H  -4.778  0.901  -2.937  0.092
H  -4.341  -1.569  -2.780  0.154
H  -2.814  0.120  -4.724  0.135
H  -3.915  -1.201  -5.097  0.138
O  0.954  -3.057  0.569  0.157
C  -0.050  -3.703  0.643  -0.576
O  -0.319  -4.830  -0.023  0.077
C  -1.655  -5.223  0.310  -0.096
C  -1.810  -4.579  1.684  -0.104
O  -1.091  -3.358  1.439  0.039
H  -2.336  -4.882  -0.467  0.135
H  -1.741  -6.304  0.432  0.134
H  -1.422  -5.086  2.570  0.140
H  -2.875  -4.428  1.878  0.136
O  2.729  5.548  5.005  0.161
C  2.594  4.694  4.190  -0.586
O  2.248  4.923  2.905  0.071
C  2.406  3.704  2.166  -0.110
C  2.701  2.649  3.224  -0.117
O  2.849  3.402  4.413  0.085
H  1.570  3.387  1.543  0.114
H  3.207  3.903  1.451  0.121
H  3.578  2.049  2.975  0.135
H  1.899  1.922  3.297  0.097
O  -0.155  0.994  2.752  0.153
C  0.148  0.722  1.634  -0.585
O  1.362  0.877  1.074  0.054
C  1.165  0.850  -0.332  -0.110
C  -0.093  -0.021  -0.529  -0.074
O  -0.702  0.192  0.754  0.071
H  0.967  1.812  -0.815  0.121
H  2.068  0.517  -0.839  0.132
H  0.134  -1.074  -0.670  0.108
H  -0.676  0.439  -1.316  0.121
O  -4.443  -3.832  4.704  0.148
C  -3.425  -3.211  4.663  -0.597
O  -2.295  -3.384  5.358  0.067
C  -1.321  -2.415  4.977  -0.099
C  -2.044  -1.482  4.005  -0.100
O  -3.317  -2.119  3.881  0.047
H  -0.927  -1.918  5.862  0.130
H  -0.490  -2.933  4.490  0.127
H  -1.654  -1.357  2.999  0.106
H  -2.206  -0.504  4.464  0.131

3.
Here is a structure of composition C24H32CaMnN5O9 in a non-equilibrium geometry from the Open Molecules 2025 dataset. Energies are from ωB97M-V/def2-TZVPD.

charge	+2
E_tot	-3712.55794	hartree
spin multiplicity	7
Kohn-Sham gap (spin up / spin down)	2.755 / 2.281	eV
HOMO energy (spin up / spin down)	-10.49 / -10.49	eV

Each line ends with the Löwdin charge.
CARTESIAN COORDINATES (ANGSTROEM)
Ca  14.597  19.602  -15.003  1.566
Mn  12.369  17.385  -12.814  1.034
N  11.692  20.468  -13.111  -0.562
O  10.856  21.334  -13.060  0.096
O  12.773  20.615  -13.691  -0.188
O  11.510  19.377  -12.575  -0.146
C  10.857  13.502  -8.160  0.007
C  10.249  14.845  -8.667  -0.284
C  10.525  16.031  -7.812  -0.049
O  11.334  16.783  -8.703  0.141
C  11.264  16.402  -9.921  -0.538
O  11.671  17.056  -10.904  -0.065
O  10.746  15.211  -9.945  0.153
H  10.325  13.165  -7.271  0.097
H  11.918  13.567  -7.920  0.093
H  10.731  12.682  -8.868  0.091
H  9.165  14.737  -8.628  0.156
H  10.970  15.675  -6.883  0.154
H  9.623  16.606  -7.605  0.121
C  15.840  26.386  -13.400  0.013
C  15.537  25.245  -14.367  -0.287
C  16.670  24.772  -15.230  -0.118
O  16.319  23.468  -15.450  0.107
C  15.612  23.012  -14.423  -0.502
O  15.356  21.833  -14.170  -0.040
O  15.397  24.041  -13.605  0.119
H  15.854  27.391  -13.821  0.101
H  16.800  26.249  -12.902  0.095
H  15.012  26.385  -12.691  0.080
H  14.663  25.392  -15.000  0.144
H  17.678  24.870  -14.826  0.155
H  16.685  25.378  -16.136  0.157
N  7.982  18.080  -8.758  0.009
C  8.765  18.767  -9.625  -0.173
C  8.424  18.377  -10.892  -0.144
C  7.495  17.360  -10.799  -0.099
C  7.194  17.163  -9.447  -0.087
H  8.018  18.190  -7.754  0.152
H  9.585  19.380  -9.280  0.124
H  8.883  18.638  -11.834  0.090
H  7.109  16.795  -11.634  0.102
H  6.500  16.498  -8.954  0.112
N  8.669  23.123  -14.343  0.018
C  7.541  22.435  -14.653  -0.143
C  6.877  23.076  -15.738  -0.134
C  7.531  24.230  -16.093  -0.079
C  8.608  24.263  -15.119  -0.132
H  9.434  22.833  -13.751  0.082
H  7.272  21.529  -14.130  0.095
H  5.926  22.848  -16.196  0.093
H  7.325  24.944  -16.877  0.095
H  9.282  25.086  -14.935  0.082
N  11.797  24.314  -13.522  0.020
C  11.811  24.592  -14.864  -0.172
C  12.062  25.917  -14.993  -0.139
C  12.167  26.466  -13.719  -0.102
C  12.109  25.422  -12.826  -0.137
H  11.716  23.405  -13.089  0.108
H  11.807  23.787  -15.584  0.114
H  12.040  26.487  -15.911  0.111
H  12.471  27.495  -13.593  0.107
H  12.245  25.396  -11.755  0.119
N  8.516  22.370  -10.926  -0.003
C  7.341  21.872  -10.428  -0.114
C  6.470  22.980  -10.193  -0.122
C  7.084  24.125  -10.515  -0.100
C  8.375  23.731  -10.992  -0.141
H  9.412  21.902  -10.949  0.121
H  7.258  20.803  -10.294  0.074
H  5.463  22.948  -9.805  0.099
H  6.684  25.127  -10.557  0.104
H  9.130  24.342  -11.463  0.087